Entry from OMol25: a 9-piece molecular cluster, C28H79N5O9 overall at a distorted geometry (the ωB97M-V functional and the def2-TZVPD basis).

Computed properties:
**SMILES**: COC[C@H](C)N.COC[C@H](C)N.COC[C@H](C)N.COC[C@H](C)N.COC[C@H](C)N.CCO.CCO.CCO.CCO
**E**: -56185.762 eV

```
! wB97M-V def2-TZVPD RIJCOSX def2/J DEFGRID3
* xyz 0 1
C 18.96 -5.59 10.97
C 17.75 -6.52 11.23
C 17.97 -7.98 10.76
O 16.67 -8.69 10.73
C 16.85 -10.02 10.56
N 17.48 -6.30 12.58
H 18.86 -5.12 9.99
H 19.95 -5.92 11.28
H 18.89 -4.68 11.57
H 16.87 -6.14 10.71
H 18.56 -8.57 11.47
H 18.36 -8.05 9.75
H 15.85 -10.44 10.44
H 17.48 -10.43 11.36
H 17.35 -10.27 9.63
H 16.91 -7.08 12.86
H 16.86 -5.51 12.58
C 13.96 -20.34 15.73
C 12.75 -19.63 16.35
C 11.60 -19.16 15.40
O 12.05 -18.11 14.59
C 11.19 -17.66 13.54
N 12.30 -20.69 17.18
H 13.76 -21.36 15.38
H 14.75 -20.42 16.47
H 14.30 -19.72 14.90
H 13.11 -18.90 17.08
H 10.65 -18.93 15.88
H 11.29 -19.95 14.71
H 10.27 -17.20 13.88
H 10.99 -18.47 12.84
H 11.75 -16.92 12.96
H 12.97 -20.94 17.89
H 11.55 -20.34 17.76
C 22.58 -6.60 1.73
C 22.47 -5.42 2.65
C 23.42 -5.63 3.88
O 22.82 -6.65 4.73
C 23.68 -6.79 5.95
N 22.78 -4.25 1.87
H 23.62 -6.87 1.54
H 22.15 -6.43 0.74
H 22.13 -7.53 2.08
H 21.44 -5.22 2.94
H 23.66 -4.69 4.36
H 24.39 -5.99 3.54
H 23.70 -5.82 6.46
H 24.74 -6.96 5.77
H 23.33 -7.50 6.70
H 22.34 -4.22 0.96
H 22.56 -3.35 2.27
C 22.30 -13.87 11.31
C 22.62 -15.35 11.31
C 21.62 -16.24 10.42
O 20.23 -16.13 10.90
C 19.30 -17.13 10.46
N 24.01 -15.69 11.03
H 22.49 -13.48 10.31
H 23.01 -13.30 11.90
H 21.24 -13.84 11.57
H 22.30 -15.71 12.29
H 21.87 -17.28 10.63
H 21.66 -16.02 9.35
H 18.93 -16.94 9.45
H 18.45 -17.21 11.14
H 19.68 -18.14 10.62
H 23.95 -16.70 11.00
H 24.47 -15.59 11.92
C 13.76 -11.30 16.66
C 12.54 -10.98 15.74
C 11.17 -11.11 16.57
O 10.10 -10.71 15.69
C 8.81 -10.93 16.25
N 12.86 -9.66 15.21
H 14.12 -10.41 17.19
H 14.64 -11.60 16.08
H 13.49 -12.09 17.36
H 12.45 -11.62 14.87
H 11.20 -10.51 17.48
H 11.16 -12.19 16.76
H 8.71 -10.23 17.08
H 8.71 -11.99 16.50
H 8.11 -10.63 15.47
H 11.96 -9.21 15.16
H 13.34 -9.77 14.33
C 22.07 -1.82 17.45
C 21.68 -3.31 17.66
O 20.26 -3.37 17.70
H 23.11 -1.66 17.18
H 21.70 -1.32 18.35
H 21.41 -1.44 16.67
H 22.22 -3.79 18.47
H 21.87 -3.82 16.71
H 20.01 -3.80 16.88
C 14.61 -4.57 4.76
C 13.19 -4.79 5.31
O 12.24 -4.77 4.17
H 14.63 -5.43 4.10
H 15.29 -4.82 5.58
H 14.71 -3.55 4.38
H 12.85 -3.90 5.85
H 12.99 -5.74 5.79
H 11.36 -4.80 4.55
C 13.96 1.19 11.81
C 14.55 0.97 10.38
O 13.70 1.54 9.33
H 13.18 0.44 11.94
H 13.44 2.13 11.97
H 14.73 1.07 12.57
H 15.01 -0.01 10.25
H 15.46 1.56 10.50
H 14.30 1.94 8.69
C 25.31 0.27 10.46
C 26.18 -0.90 10.80
O 27.13 -1.06 9.85
H 24.86 0.24 9.47
H 25.79 1.25 10.37
H 24.58 0.50 11.23
H 25.65 -1.84 10.96
H 26.72 -0.80 11.74
H 27.27 -2.01 9.74
*
```

***

Entry from OMol25: a 13-piece molecular cluster, C28H80N2O13 overall at a distorted geometry (the ωB97M-V functional and the def2-TZVPD basis).

Computed properties:
**E**: -59925.915 eV

```
! wB97M-V def2-TZVPD RIJCOSX def2/J DEFGRID3
* xyz 0 1
C 5.24 -0.39 -1.88
C 6.53 -0.92 -2.51
O 6.42 -2.32 -2.71
H 5.07 -0.73 -0.85
H 4.35 -0.53 -2.48
H 5.28 0.70 -1.78
H 7.42 -0.76 -1.90
H 6.73 -0.39 -3.44
H 6.26 -2.81 -1.90
C -3.88 -2.78 -1.18
C -3.86 -3.14 -2.67
O -3.77 -4.59 -2.78
H -2.84 -2.87 -0.85
H -4.52 -3.44 -0.60
H -4.04 -1.72 -0.98
H -3.03 -2.68 -3.21
H -4.82 -3.01 -3.18
H -3.49 -4.82 -3.67
C 4.82 2.30 2.78
C 5.03 1.28 1.72
O 5.87 0.32 2.29
H 4.17 3.12 2.48
H 5.71 2.80 3.16
H 4.25 1.93 3.63
H 5.56 1.83 0.93
H 4.11 0.91 1.29
H 6.63 0.80 2.61
C -5.78 2.93 0.13
C -4.40 3.40 0.54
O -4.46 4.55 1.32
H -5.81 2.25 -0.72
H -6.22 3.86 -0.21
H -6.37 2.47 0.93
H -3.74 3.74 -0.26
H -3.91 2.69 1.22
H -3.69 4.49 1.90
C -0.44 -4.23 -1.17
C -0.56 -5.53 -0.36
O -0.29 -6.62 -1.24
H -1.22 -4.20 -1.93
H 0.57 -4.09 -1.56
H -0.54 -3.34 -0.55
H -1.58 -5.55 0.03
H 0.15 -5.67 0.45
H -1.03 -6.69 -1.85
O 2.50 2.48 -7.16
H 3.11 2.72 -7.87
H 2.87 2.91 -6.38
O 1.17 4.71 -2.64
H 2.01 5.12 -2.44
H 1.30 3.77 -2.47
O -3.35 4.12 -3.44
H -4.10 3.53 -3.34
H -3.57 4.68 -4.18
O 1.29 -0.49 -6.80
H 1.32 0.44 -6.58
H 0.44 -0.61 -7.24
O -1.76 4.08 2.81
H -1.43 4.66 2.12
H -1.83 4.64 3.59
O -1.54 5.19 -1.77
H -0.71 4.89 -2.15
H -2.22 4.70 -2.25
C 0.58 -0.21 -3.16
C -0.06 1.18 -2.84
C -1.45 1.08 -2.19
C -1.54 0.53 -0.73
C -0.68 1.50 0.02
C 0.79 1.57 -0.50
N 0.82 1.95 -1.92
O 2.14 2.08 -2.38
C 1.41 2.71 0.35
C 1.52 0.27 -0.13
C -0.19 1.91 -4.22
H 1.56 -0.07 -3.64
H 0.11 -0.84 -3.92
H 0.77 -0.94 -2.37
H -2.00 2.01 -2.28
H -2.00 0.42 -2.87
H -1.26 -0.52 -0.68
H -2.55 0.55 -0.31
H -0.74 1.20 1.07
H -1.05 2.52 0.13
H 0.93 3.68 0.15
H 1.15 2.57 1.40
H 2.46 2.93 0.17
H 2.05 0.43 0.81
H 0.99 -0.68 -0.04
H 2.32 0.03 -0.82
H 0.74 1.92 -4.77
H -0.69 2.87 -4.12
H -0.77 1.29 -4.91
H 2.48 1.18 -2.24
C 1.20 -1.02 5.84
C 0.42 -1.23 4.56
C 1.11 -2.44 3.82
C 0.26 -3.21 2.84
C -0.90 -3.75 3.62
C -1.79 -2.58 4.22
N -0.97 -1.61 5.01
O -1.72 -0.55 5.59
C -2.71 -1.94 3.14
C -2.69 -3.31 5.27
C 0.44 0.03 3.65
H 0.71 -0.17 6.31
H 2.27 -0.91 5.64
H 1.09 -1.81 6.58
H 1.98 -2.06 3.27
H 1.63 -3.07 4.55
H 0.85 -3.93 2.28
H -0.11 -2.47 2.12
H -0.65 -4.35 4.49
H -1.53 -4.39 3.00
H -2.29 -1.12 2.55
H -2.95 -2.64 2.34
H -3.57 -1.52 3.66
H -3.37 -2.57 5.69
H -3.33 -4.03 4.76
H -2.07 -3.70 6.08
H 0.13 -0.19 2.63
H 1.42 0.50 3.65
H -0.24 0.72 4.14
H -1.86 0.07 4.86
*
```

***

Number 1: Kohn-Sham gap 0.3447 Ha, HOMO level -9.0 eV. Number 2: Kohn-Sham gap 0.3137 Ha, HOMO level -8.4 eV.